# 1
{
  "formula": "C15H23N5O3",
  "method": "ωB97M-V/def2-TZVPD",
  "mol_weight_da": 321.38,
  "gap_ev": 8.572,
  "de_lowest_kcal_mol": 42.3,
  "smiles": "[H]/N=C(\\N)NCCC[C@H](N)C(=O)N[C@@H](Cc1ccccc1)C(=O)O",
  "largest_force_ha_per_bohr": 0.093,
  "total_energy_ha": -1084.883944,
  "homo_ev": -8.39,
  "elements": ["H", "N", "C", "N", "N", "C", "C", "C", "C", "N", "C", "O", "N", "C", "C", "C", "C", "C", "C", "C", "C", "C", "O", "O", "H", "H", "H", "H", "H", "H", "H", "H", "H", "H", "H", "H", "H", "H", "H", "H", "H", "H", "H", "H", "H", "H"],
  "positions_angstrom": [[7.525, 0.711, -1.169], [6.935, -0.086, -1.013], [5.764, 0.186, -0.497], [5.435, 1.541, -0.167], [4.848, -0.807, -0.292], [3.557, -0.578, 0.360], [2.648, -1.792, 0.402], [1.280, -1.521, 0.959], [0.529, -0.289, 0.427], [1.027, 0.988, 1.102], [-0.928, -0.470, 0.656], [-1.490, 0.186, 1.533], [-1.584, -1.397, -0.121], [-3.007, -1.576, 0.000], [-3.798, -0.570, -0.822], [-3.573, 0.886, -0.657], [-4.450, 1.657, 0.210], [-4.262, 2.984, 0.510], [-3.093, 3.645, 0.050], [-2.278, 2.958, -0.868], [-2.507, 1.607, -1.238], [-3.389, -3.060, -0.230], [-4.428, -3.325, -0.797], [-2.403, -3.909, -0.002], [5.986, 2.249, -0.663], [4.453, 1.759, -0.298], [5.220, -1.742, -0.487], [3.056, 0.215, -0.231], [3.647, -0.059, 1.317], [2.626, -2.217, -0.665], [3.047, -2.617, 1.089], [0.631, -2.458, 0.828], [1.424, -1.262, 2.037], [0.798, -0.277, -0.655], [0.652, 1.779, 0.559], [0.849, 1.096, 2.047], [-1.182, -1.644, -1.017], [-3.210, -1.437, 1.059], [-4.859, -0.773, -0.581], [-3.700, -0.800, -1.890], [-5.268, 1.038, 0.576], [-4.974, 3.455, 1.239], [-2.749, 4.618, 0.420], [-1.375, 3.418, -1.352], [-1.806, 1.131, -1.963], [-1.627, -3.441, 0.292]],
  "atomic_forces_ev_per_a": [[-0.1, 0.5, 0.1], [-1.8, -1.1, 0.8], [2.6, 1.5, -1.4], [-0.8, -0.7, -0.2], [0.0, -0.3, 0.4], [0.1, 1.2, -0.8], [1.2, -1.7, -0.8], [-1.0, -0.2, 1.2], [1.7, 1.0, 0.3], [0.4, -1.1, -4.6], [-1.3, 1.3, 1.0], [0.3, -1.3, -0.8], [0.5, -0.2, -0.1], [0.1, 0.1, 0.9], [-1.7, -0.8, -0.8], [0.5, 2.7, 1.3], [0.8, -2.1, -1.6], [0.3, 0.7, 1.1], [0.2, -0.9, -0.5], [0.5, -0.3, -0.4], [-0.4, -0.1, 0.3], [-0.9, 1.9, -2.6], [1.0, -0.5, 1.3], [-0.7, -1.5, 0.1], [-0.1, -0.9, 0.3], [0.1, 0.0, 0.2], [-0.4, 0.7, 0.3], [-0.1, -0.5, 0.1], [0.2, -0.5, 0.3], [-0.2, 0.4, 1.4], [-0.1, 1.0, -1.1], [0.9, 1.3, 0.5], [-0.3, -0.8, -0.5], [-0.5, 0.6, 0.5], [0.2, -0.5, 0.8], [-1.0, -0.2, 2.0], [0.1, 0.2, 0.1], [-0.1, 0.4, 0.2], [0.4, 0.0, -0.3], [0.1, -0.3, 0.1], [-0.1, 0.6, 0.3], [0.9, -0.3, -0.9], [-0.6, -0.3, -0.3], [-1.0, -0.1, 0.8], [-0.6, 0.3, 0.6], [0.5, 0.5, 0.4]]
}

=====

# 2
{
  "formula": "C39H50N4O23",
  "method": "ωB97M-V/def2-TZVPD",
  "mol_weight_da": 942.83,
  "gap_ev": 8.946,
  "smiles": "O=[N+]([O-])c1ccccc1.O=[N+]([O-])c1ccccc1.O=[N+]([O-])c1ccccc1.O=[N+]([O-])c1ccccc1.COC(=O)OC.COC(=O)OC.COC(=O)OC.COC(=O)OC.COC(=O)OC",
  "largest_force_ha_per_bohr": 0.037,
  "total_energy_ha": -3465.283505,
  "homo_ev": -9.88,
  "elements": ["O", "N", "O", "C", "C", "C", "C", "C", "C", "H", "H", "H", "H", "H", "O", "N", "O", "C", "C", "C", "C", "C", "C", "H", "H", "H", "H", "H", "O", "N", "O", "C", "C", "C", "C", "C", "C", "H", "H", "H", "H", "H", "O", "N", "O", "C", "C", "C", "C", "C", "C", "H", "H", "H", "H", "H", "C", "O", "C", "O", "O", "C", "H", "H", "H", "H", "H", "H", "C", "O", "C", "O", "O", "C", "H", "H", "H", "H", "H", "H", "C", "O", "C", "O", "O", "C", "H", "H", "H", "H", "H", "H", "C", "O", "C", "O", "O", "C", "H", "H", "H", "H", "H", "H", "C", "O", "C", "O", "O", "C", "H", "H", "H", "H", "H", "H"],
  "positions_angstrom": [[-14.876, -18.014, 12.461], [-14.802, -19.206, 12.702], [-15.052, -19.731, 13.768], [-14.373, -20.066, 11.593], [-13.951, -21.369, 11.873], [-13.569, -22.209, 10.842], [-13.759, -21.794, 9.532], [-14.225, -20.521, 9.247], [-14.486, -19.629, 10.291], [-14.037, -21.648, 12.915], [-13.155, -23.172, 11.108], [-13.540, -22.434, 8.686], [-14.219, -20.131, 8.238], [-14.866, -18.659, 10.003], [-15.680, -23.444, 6.827], [-14.725, -23.440, 6.090], [-13.585, -23.144, 6.420], [-14.885, -23.896, 4.709], [-16.156, -24.260, 4.239], [-16.237, -24.672, 2.914], [-15.157, -24.647, 2.035], [-13.928, -24.252, 2.519], [-13.797, -23.891, 3.853], [-17.037, -24.281, 4.863], [-17.191, -25.066, 2.581], [-15.246, -24.986, 1.013], [-13.066, -24.089, 1.884], [-12.827, -23.652, 4.269], [-12.709, -21.330, 2.621], [-11.531, -21.060, 2.757], [-10.771, -20.963, 1.825], [-11.069, -20.907, 4.112], [-12.033, -20.779, 5.103], [-11.622, -20.641, 6.401], [-10.264, -20.628, 6.713], [-9.306, -20.664, 5.696], [-9.717, -20.780, 4.374], [-13.085, -20.773, 4.860], [-12.323, -20.676, 7.222], [-9.893, -20.540, 7.726], [-8.249, -20.600, 5.912], [-9.024, -20.836, 3.547], [-13.735, -27.171, 11.892], [-12.711, -26.627, 11.534], [-11.798, -26.280, 12.273], [-12.515, -26.347, 10.105], [-11.504, -25.516, 9.653], [-11.360, -25.224, 8.314], [-12.301, -25.741, 7.422], [-13.298, -26.598, 7.849], [-13.392, -26.922, 9.199], [-10.746, -25.180, 10.352], [-10.592, -24.554, 7.959], [-12.287, -25.483, 6.370], [-14.065, -26.971, 7.185], [-14.230, -27.497, 9.572], [-18.520, -20.902, 7.932], [-18.490, -22.305, 7.787], [-19.372, -22.856, 6.968], [-20.340, -22.319, 6.532], [-18.958, -24.094, 6.730], [-19.719, -24.785, 5.758], [-17.926, -20.601, 8.792], [-19.536, -20.515, 7.991], [-18.018, -20.425, 7.082], [-19.740, -24.224, 4.821], [-20.739, -25.060, 6.028], [-19.199, -25.721, 5.559], [-15.740, -20.990, 3.713], [-16.324, -19.987, 4.509], [-15.694, -19.593, 5.605], [-14.728, -20.100, 6.121], [-16.336, -18.524, 6.065], [-15.809, -17.907, 7.227], [-15.577, -20.613, 2.707], [-16.375, -21.879, 3.652], [-14.810, -21.407, 4.101], [-15.100, -17.146, 6.907], [-15.304, -18.643, 7.851], [-16.594, -17.443, 7.815], [-19.961, -26.874, 1.349], [-19.313, -26.796, 2.623], [-18.434, -27.768, 2.859], [-18.210, -28.690, 2.139], [-17.931, -27.592, 4.059], [-16.968, -28.479, 4.565], [-21.041, -26.762, 1.382], [-19.741, -27.775, 0.786], [-19.542, -26.042, 0.778], [-16.482, -28.005, 5.427], [-16.084, -28.530, 3.923], [-17.367, -29.425, 4.912], [-7.767, -26.355, -1.058], [-8.903, -25.564, -1.368], [-9.292, -24.644, -0.522], [-8.801, -24.360, 0.532], [-10.369, -24.054, -1.032], [-11.007, -23.067, -0.228], [-7.788, -27.242, -1.680], [-7.748, -26.608, 0.002], [-6.859, -25.787, -1.271], [-12.068, -23.034, -0.444], [-10.506, -22.127, -0.465], [-10.886, -23.238, 0.841], [-15.213, -26.895, -1.594], [-15.567, -25.516, -1.649], [-14.810, -24.636, -1.009], [-13.798, -24.885, -0.409], [-15.395, -23.451, -1.105], [-14.761, -22.353, -0.454], [-16.070, -27.489, -1.295], [-14.386, -27.044, -0.898], [-14.824, -27.189, -2.569], [-14.165, -22.599, 0.426], [-15.559, -21.663, -0.203], [-14.056, -21.885, -1.145]],
  "atomic_forces_ev_per_a": [[-0.1, -0.2, 0.3], [0.1, 0.2, -0.3], [0.0, 0.2, -0.1], [-0.1, -0.9, -0.3], [-0.5, 0.9, 0.4], [-0.3, 0.1, 0.4], [0.3, -0.2, -0.5], [0.7, 0.6, 0.9], [-0.4, -0.1, -0.8], [0.5, -0.3, -0.1], [-0.1, -0.2, -0.3], [0.1, -0.2, 0.2], [-0.3, -0.4, 0.0], [0.2, 0.2, 0.5], [-0.3, 0.2, 0.0], [0.8, -0.5, 0.0], [-0.2, 0.2, 0.2], [-1.0, -0.2, -0.8], [0.9, -0.3, -0.1], [-0.6, -0.3, 0.0], [-0.3, -0.3, 0.6], [0.3, 0.7, 0.3], [0.3, -0.2, 0.6], [0.1, 0.1, 0.2], [0.0, 0.2, -0.1], [-0.3, 0.1, 0.7], [-0.1, -0.5, -0.1], [0.0, 0.2, -0.1], [-0.7, -0.1, -0.3], [-0.4, -0.3, -0.4], [0.7, 0.3, 0.0], [0.2, 0.8, 0.8], [-0.2, -0.1, -0.5], [0.6, -0.5, 1.1], [0.6, 0.3, -0.5], [-0.4, 0.0, -0.2], [0.1, -0.4, -0.1], [0.3, -0.1, 0.1], [-0.2, 0.3, -0.2], [-0.3, -0.1, 0.1], [0.0, 0.0, 0.1], [0.1, 0.0, 0.1], [0.2, 0.1, -0.1], [0.8, 0.3, 0.3], [-0.6, -0.2, -0.1], [-0.6, -0.3, -1.0], [1.1, -0.1, 0.8], [-0.9, -0.2, -0.4], [0.1, 0.0, -0.5], [-0.1, 0.0, 0.7], [-0.6, 0.4, 0.2], [-0.3, 0.2, 0.1], [0.1, 0.0, 0.1], [0.2, 0.1, 0.1], [0.2, 0.0, -0.2], [0.2, -0.2, 0.0], [0.1, 1.0, -0.4], [0.7, -0.2, 0.6], [0.7, 0.3, 0.5], [-0.9, 0.3, -0.7], [-0.3, -0.4, 0.1], [0.0, -0.8, -1.1], [-0.2, -0.5, 0.3], [0.0, -0.1, 0.1], [-0.3, -0.2, -0.1], [-0.1, 0.1, 0.1], [0.0, 0.5, 0.4], [0.2, 0.1, 0.1], [0.4, -1.4, -0.5], [-0.2, 0.3, 0.1], [-0.1, 0.1, 0.3], [-0.1, -0.1, -0.3], [-0.6, 0.0, -0.2], [0.7, 0.0, 0.4], [0.0, 0.2, 0.0], [-0.4, 0.5, 0.0], [0.0, 0.7, 0.1], [0.1, 0.1, 0.1], [-0.1, 0.2, -0.1], [-0.3, -0.1, -0.3], [0.4, 0.8, -1.1], [-0.5, 0.0, 0.0], [-0.6, -0.5, 0.2], [0.6, -0.8, -0.7], [-0.2, 1.1, 1.0], [1.8, 0.3, 0.6], [0.0, 0.1, 0.7], [0.2, -0.2, 0.4], [-0.3, 0.0, -0.1], [-0.8, 0.2, 0.2], [-0.5, -0.7, -0.6], [-0.1, -0.2, -0.5], [0.6, 0.4, 0.6], [-0.1, -0.8, -1.0], [-0.7, 0.7, 0.3], [0.7, -0.1, 0.7], [-0.6, -0.5, -0.3], [0.6, 0.7, 0.3], [-0.2, 0.0, 0.0], [-0.1, -0.1, -0.1], [0.0, 0.0, 0.0], [0.1, -0.2, -0.4], [-0.4, 0.1, 0.2], [0.2, -0.3, -0.1], [1.1, -0.2, 0.0], [-0.7, 0.1, -0.1], [0.1, -0.2, -0.3], [0.6, 0.1, -0.3], [-0.1, -0.1, 0.1], [0.6, 0.6, -0.2], [-0.2, 0.1, -0.1], [-0.2, 0.0, 0.1], [-0.3, 0.0, -0.1], [-0.4, -0.4, 0.0], [0.0, 0.1, 0.0], [-0.2, 0.1, -0.1]]
}